# 1
9
Properties=species:S:1:pos:R:3:mulliken_spin:R:1 method="wB97M-V/def2-TZVPD" lumo_energy_ev="-4.4 / -10.9" gap_ev="8.530 / 7.033" spin_multiplicity=3 charge=+1
C 3.84396 -0.18223 -0.68503 0.256
C 1.70267 0.89431 0.57401 0.222
C 0.01982 0.25439 -0.89486 0.760
N 2.75908 1.19360 0.86322 0.487
N 0.50984 0.35084 0.26586 0.195
O 4.44758 -0.90848 -0.07678 0.028
H -0.76962 -0.33638 -1.01436 0.032
H 0.54650 0.53990 -1.76944 0.030
H 0.24661 -0.04595 1.26676 -0.011

***

# 2
10
Properties=species:S:1:pos:R:3:lowdin_charge:R:1 method="wB97M-V/def2-TZVPD" smiles="CC1(C(=O)[O-])N=N1" lumo_energy_ev=4.2 gap_ev=8.176 spin_multiplicity=1 charge=-1
C -2.52917 0.69539 -0.10916 -0.676
C -1.43280 -0.36766 0.31603 -0.389
C 0.01165 -0.17867 -0.02824 -0.080
N -2.04135 -1.91036 0.04632 0.137
N -1.92888 -1.36615 1.12048 -0.050
O -3.49435 0.04351 -0.63461 -0.109
O -2.36722 1.92680 -0.02510 -0.069
H 0.40620 0.24273 0.90697 0.065
H -0.00914 0.56760 -0.87396 0.083
H 0.69661 -0.99911 -0.46123 0.087

***

# 3
10
Properties=species:S:1:pos:R:3:lowdin_charge:R:1 method="wB97M-V/def2-TZVPD" smiles="C#CCN=[N+]([O-])[O-]" lumo_energy_ev=3.9 gap_ev=8.048 spin_multiplicity=1 charge=-1
C -2.60137 0.87830 0.17218 0.035
C -1.59912 0.23160 0.07083 -0.101
C -0.15758 -0.42532 -0.08997 -0.281
N 0.88445 0.54524 -0.11886 -0.009
N 2.04385 0.01342 -0.03507 -0.584
O 2.20024 -1.22906 0.02859 -0.114
O 3.02901 0.77261 -0.02574 -0.118
H -3.53314 1.35840 0.23798 -0.015
H -0.21127 -1.03321 -1.00498 0.095
H -0.05506 -1.11197 0.76503 0.093

***

# 4
11
Properties=species:S:1:pos:R:3:lowdin_charge:R:1 method="wB97M-V/def2-TZVPD" lumo_energy_ev="-6.4 / -6.3" gap_ev="8.454 / 8.548" spin_multiplicity=1 charge=+1
C -0.76244 0.61222 -0.20638 -0.269
C 1.38396 -0.26922 -0.79833 -0.390
C -1.31724 0.06946 0.99856 0.113
N 0.20985 0.61902 -1.02917 0.287
N 1.31685 -0.78798 0.47526 0.060
O -1.90545 1.07304 0.07493 0.245
O 2.34110 -0.18836 -1.49032 0.242
O 1.34822 -1.89452 0.89084 0.199
H -1.03789 0.45839 1.97174 0.150
H -1.81928 -0.89280 0.98542 0.149
H 0.24232 1.20075 -1.87255 0.214

***

# 5
10
Properties=species:S:1:pos:R:3:lowdin_charge:R:1 method="wB97M-V/def2-TZVPD" smiles="CP(=O)(C#N)C#N" lumo_energy_ev=-0.4 gap_ev=11.153 spin_multiplicity=1
C -1.80428 0.30840 0.61396 -0.250
C -0.25347 -1.45391 -1.10327 -0.253
C 1.22786 0.43435 0.59891 -0.143
N -2.80470 0.43481 1.16669 0.121
N -0.25158 -2.49114 -1.60999 0.136
O -0.22234 1.20796 -1.45562 -0.326
P -0.28403 0.19777 -0.39614 0.536
H 1.86689 0.06367 -0.21440 0.065
H 1.34712 1.50310 1.02525 0.117
H 1.17855 -0.20501 1.37462 -0.004

***

# 6
9
Properties=species:S:1:pos:R:3:lowdin_charge:R:1 method="wB97M-V/def2-TZVPD" lumo_energy_ev=4.0 gap_ev=6.241 spin_multiplicity=1 charge=-1
C 0.91727 -0.79245 0.29263 -0.260
C -0.12769 0.02987 -0.02277 -0.326
C 2.08404 0.96502 -0.30478 -0.930
N 2.14336 -0.20327 0.10693 -0.023
N 0.23300 1.25012 -0.46739 -0.031
S 2.94420 2.26197 -0.76647 0.342
H 0.91652 -1.79998 0.66793 0.053
H -1.15413 -0.30846 0.10365 0.072
H -0.53212 1.96030 -0.79177 0.103

***

These records have maximum force values of 13.43; 4.39; 3.31; 2.99; 3.72; 3.05 eV/A, in the order they appear.
These records have relative energy (zero: lowest compared OMol25 entry of this formula, charge and spin) values of 55.4; 59.8; 122.0; 4.4; 11.2; 31.5 kcal per mole, in the order they appear.